# 1
109
Properties=species:S:1:pos:R:3 method="wB97M-V/def2-TZVPD" e_lumo_ha=0.07835 spin_multiplicity=1 orbital_gap_ev=6.759 homo_ev=-4.6274 charge=-1 relative_energy_kj_mol=0.0 energy_ev=-242508.74479
Bi -0.61 1.23 -0.23
Br -3.21 -2.91 -2.70
C -4.09 -1.90 -1.36
C -5.41 -2.24 -1.06
C -6.10 -1.56 -0.10
Br -7.89 -2.09 0.29
C -5.50 -0.48 0.59
C -6.15 0.28 1.59
C -5.48 1.31 2.19
C -4.16 1.59 1.79
N -3.53 0.90 0.87
C -4.17 -0.13 0.27
C -3.39 -0.87 -0.72
O -2.16 -0.61 -0.92
H -5.88 -3.06 -1.59
H -7.17 0.04 1.86
H -5.95 1.91 2.96
H -3.63 2.42 2.23
C -1.87 -3.40 0.92
C -2.38 -2.50 2.01
C -3.58 -2.76 2.66
C -4.04 -1.91 3.66
C -3.29 -0.80 4.02
C -2.09 -0.50 3.39
C -1.32 0.74 3.75
C -1.65 -1.36 2.38
N -0.52 -1.07 1.58
C 0.68 -1.31 1.91
C 1.12 -1.84 3.25
C 1.68 -1.21 0.78
C 2.94 -2.02 0.95
N 1.36 -0.59 -0.28
C 2.15 -0.71 -1.47
C 3.35 -0.01 -1.64
C 4.00 0.74 -0.51
C 3.97 -0.07 -2.88
C 3.44 -0.82 -3.91
C 2.29 -1.56 -3.70
C 1.63 -1.52 -2.48
C 0.40 -2.34 -2.23
H -2.62 -4.14 0.65
H -0.96 -3.93 1.23
H -1.61 -2.81 0.03
H -4.16 -3.62 2.36
H -4.99 -2.11 4.14
H -3.65 -0.13 4.79
H -1.85 1.31 4.51
H -1.18 1.39 2.88
H -0.32 0.51 4.12
H 0.27 -1.93 3.91
H 1.85 -1.15 3.69
H 1.60 -2.82 3.15
H 2.69 -3.06 1.19
H 3.51 -1.61 1.79
H 3.55 -2.00 0.06
H 3.27 1.22 0.13
H 4.67 1.51 -0.92
H 4.61 0.07 0.10
H 4.88 0.50 -3.04
H 3.92 -0.84 -4.88
H 1.87 -2.17 -4.49
H 0.13 -2.89 -3.13
H -0.45 -1.71 -1.95
H 0.55 -3.06 -1.43
S -0.65 1.12 -2.75
C 0.79 1.97 -3.31
C 1.08 1.88 -4.67
C 2.20 2.48 -5.22
C 3.06 3.19 -4.39
C 2.79 3.29 -3.04
C 1.66 2.69 -2.47
S 1.34 2.93 -0.77
H 0.41 1.31 -5.31
H 2.41 2.38 -6.27
H 3.95 3.67 -4.80
H 3.45 3.85 -2.39
C 4.89 3.37 5.34
C 5.91 2.51 4.61
C 6.21 2.92 3.17
C 5.11 2.63 2.16
N 3.96 3.50 2.29
C 2.71 3.14 2.63
S 2.25 1.52 2.89
N 1.82 4.12 2.81
C 2.07 5.54 2.58
C 1.84 5.95 1.13
C 2.32 7.36 0.80
C 2.01 7.74 -0.64
H 4.87 3.13 6.41
H 3.88 3.23 4.96
H 5.14 4.44 5.25
H 5.57 1.47 4.62
H 6.85 2.53 5.17
H 7.10 2.38 2.83
H 6.47 3.98 3.14
H 4.74 1.61 2.28
H 5.50 2.72 1.14
H 4.08 4.44 1.95
H 0.85 3.83 2.80
H 3.08 5.79 2.94
H 1.38 6.09 3.23
H 0.76 5.87 1.00
H 2.29 5.22 0.46
H 3.40 7.43 0.98
H 1.85 8.08 1.48
H 2.50 7.05 -1.34
H 2.35 8.75 -0.87
H 0.94 7.68 -0.83
I -1.45 4.00 1.24


# 2
107
Properties=species:S:1:pos:R:3 method="wB97M-V/def2-TZVPD" e_lumo_ha=-0.31054 spin_multiplicity=1 orbital_gap_ev=5.798 homo_ev=-14.2484 charge=+3 relative_energy_kj_mol=0.0 energy_ev=-97739.34703
Bi 0.22 0.70 0.14
C -1.42 -3.58 -1.17
P -1.48 -1.77 -1.02
C -3.19 -1.44 -0.49
C -1.38 -1.15 -2.74
C -2.46 -1.29 -3.60
C -2.40 -0.83 -4.91
C -1.25 -0.21 -5.37
C -0.15 -0.07 -4.53
C -0.21 -0.53 -3.22
P 1.26 -0.40 -2.17
C 2.53 0.55 -3.04
C 1.96 -2.06 -1.99
H -2.26 -3.93 -1.77
H -1.49 -4.05 -0.18
H -0.50 -3.91 -1.65
H -3.91 -1.99 -1.09
H -3.41 -0.37 -0.56
H -3.30 -1.75 0.55
H -3.37 -1.77 -3.26
H -3.25 -0.95 -5.57
H -1.20 0.15 -6.39
H 0.74 0.40 -4.92
H 2.18 1.54 -3.34
H 2.85 -0.01 -3.92
H 3.39 0.67 -2.38
H 1.97 -2.52 -2.98
H 1.39 -2.68 -1.31
H 2.98 -1.97 -1.63
C 0.70 -0.65 5.19
N 1.19 -0.40 3.84
C 1.22 -1.32 2.89
S 1.84 -0.95 1.28
N 0.85 -2.56 3.14
C 0.84 -3.68 2.20
H 0.90 0.24 5.79
H 1.25 -1.48 5.64
H -0.37 -0.86 5.18
H 1.37 0.54 3.55
H 0.51 -2.75 4.07
H 0.51 -3.34 1.23
H 0.13 -4.41 2.59
H 1.82 -4.13 2.13
C -9.25 -0.70 6.92
C -7.94 -1.11 6.32
C -7.10 -2.02 6.96
C -5.89 -2.40 6.41
C -5.51 -1.89 5.18
N -4.27 -2.33 4.61
C -3.25 -1.59 4.13
O -2.25 -2.09 3.63
N -3.41 -0.22 4.29
C -2.50 0.75 3.86
C -2.58 2.03 4.41
C -1.69 3.01 4.01
C -0.73 2.70 3.06
N -0.66 1.48 2.51
C -1.53 0.54 2.88
C -6.34 -1.00 4.50
C -7.53 -0.61 5.09
H -9.32 -0.99 7.97
H -10.08 -1.18 6.40
H -9.40 0.37 6.86
H -7.39 -2.42 7.92
H -5.25 -3.09 6.93
H -4.06 -3.32 4.64
H -4.18 0.08 4.87
H -3.34 2.26 5.15
H -1.74 4.00 4.42
H -0.01 3.45 2.73
H -1.46 -0.43 2.40
H -6.08 -0.65 3.51
H -8.18 0.08 4.55
C -0.88 6.92 1.29
C -1.28 6.03 0.31
C -0.47 4.96 -0.02
C 0.76 4.79 0.62
C 1.15 5.67 1.63
C 0.33 6.74 1.95
Sb 2.00 3.20 0.05
C 2.77 3.74 -1.81
C 4.13 3.58 -2.06
C 4.64 3.97 -3.30
C 3.80 4.50 -4.26
C 2.44 4.65 -4.01
C 1.92 4.27 -2.78
C 3.64 3.29 1.34
C 3.94 2.24 2.21
C 5.02 2.35 3.07
C 5.80 3.50 3.07
C 5.50 4.54 2.20
C 4.42 4.44 1.33
H -1.51 7.76 1.54
H -2.23 6.17 -0.20
H -0.80 4.27 -0.79
H 2.09 5.55 2.15
H 0.64 7.44 2.72
H 4.80 3.17 -1.32
H 5.70 3.86 -3.50
H 4.20 4.81 -5.22
H 1.79 5.07 -4.76
H 0.87 4.41 -2.59
H 3.37 1.32 2.19
H 5.27 1.54 3.74
H 6.64 3.59 3.74
H 6.11 5.44 2.19
H 4.21 5.26 0.65